DFT (ωB97M-V with the def2-TZVPD basis set) results for C8H8N5O9OsS4Sb as an isolated structure at a distorted geometry.

Its HOMO energy (alpha / beta) is -8.47 / -8.28 eV. The frontier orbital gap (alpha / beta) comes out at 0.2421 / 0.1867 Eh. The LUMO energy (alpha / beta) is -0.069 / -0.118 Eh. The total energy comes out at -3183.98009 hartree.

Geometry as ORCA input:
```
! RIJCOSX wB97M-V def2-TZVPD def2/J DEFGRID3
* xyz 0 5
Os 1.0429 -0.4349 1.8925
C -2.3117 -4.0476 0.9219
O -2.6710 -2.7068 1.2901
C -1.6833 -1.9197 1.6441
O -0.5204 -2.2673 1.7772
N -2.1378 -0.6627 1.9135
N -1.2062 0.3427 2.1816
H -3.2518 -4.5679 0.7773
H -1.7283 -4.5183 1.7100
H -1.7380 -4.0403 -0.0029
H -3.0387 -0.4113 1.5400
H -1.3645 0.7087 3.1144
H -1.2891 1.1083 1.5189
S 5.0872 1.0721 4.1733
Sb 3.8278 -0.7918 3.9167
S 1.3750 -0.2927 4.0959
S 3.1435 -1.0992 1.5209
S 4.3426 -2.7698 4.8947
O 0.7802 4.3692 -4.2056
N 0.1808 3.3187 -4.3314
O -0.4428 2.9803 -5.3192
C 0.2311 2.3807 -3.2167
C -0.5128 1.2139 -3.2724
C -0.4979 0.3378 -2.2153
C 0.3033 0.5495 -1.0392
O 0.4610 -0.3531 -0.1545
C 1.0154 1.7978 -1.0434
C 0.9935 2.6738 -2.1062
N 1.7846 2.1758 0.1071
O 2.7710 2.8417 -0.0264
O 1.3635 1.8182 1.2201
N -1.3416 -0.8430 -2.3259
O -1.8946 -1.2496 -1.3181
O -1.5145 -1.3077 -3.4324
H -1.1276 1.0059 -4.1369
H 1.5693 3.5884 -2.0635
*
```

DFT (ωB97M-V with the def2-TZVPD basis set) results for C8H8N6PdS3Sb as an isolated structure.

Its HOMO energy (alpha / beta) is 0.07 / -0.56 eV. The frontier orbital gap (alpha / beta) comes out at 0.1868 / 0.2095 Eh. The LUMO energy (alpha / beta) is 0.190 / 0.189 Eh. The total energy comes out at -2201.07763 hartree.

Geometry as ORCA input:
```
! RIJCOSX wB97M-V def2-TZVPD def2/J DEFGRID3
* xyz -2 2
Pd -0.0442 0.0324 0.8262
N 3.1738 -0.3728 0.3970
C 2.5562 -1.5587 0.3731
N 3.3279 -2.6619 0.2683
C 2.6379 -3.8035 0.1876
N 3.4149 -4.9604 0.1668
N 1.3360 -3.9661 0.1190
C 0.6216 -2.8070 0.2021
N 1.2190 -1.5969 0.4095
C -0.7806 -2.7930 0.0301
C -1.5547 -3.9680 -0.1594
C -2.9069 -3.8760 -0.3247
C -3.5205 -2.5997 -0.3108
C -2.7047 -1.4939 -0.1345
N -1.3913 -1.5503 0.0305
H 4.1631 -0.3643 0.5601
H 2.6584 0.4653 0.6506
H 4.3458 -4.7867 -0.1774
H 2.9434 -5.7340 -0.2734
H -1.0345 -4.9167 -0.1612
H -3.5067 -4.7691 -0.4637
H -4.5890 -2.4810 -0.4296
H -3.1277 -0.4935 -0.1166
S 2.3294 3.3744 0.7511
Sb 0.6611 2.9373 2.3250
S 1.0577 0.5716 2.7817
S -1.2532 1.9622 1.0717
*
```

DFT (ωB97M-V with the def2-TZVPD basis set) results for a 2-piece molecular cluster, C8H8NO2 overall at a distorted geometry.

Its HOMO energy is -4.77 eV. The frontier orbital gap comes out at 0.3166 Eh. The LUMO energy is 0.141 Eh. The total energy comes out at -514.86477 hartree.

Geometry as ORCA input:
```
! RIJCOSX wB97M-V def2-TZVPD def2/J DEFGRID3
* xyz -1 1
C -2.7853 -0.2791 -0.1132
C -2.1224 -0.8274 1.0004
C -1.9231 -0.3769 -1.1798
C -0.8903 -1.2403 0.5573
C 2.3567 -1.3596 -0.3100
C 2.9982 1.2255 0.2436
C 1.5165 1.3251 0.3937
C 2.3642 0.0888 0.1460
N -0.7840 -0.9697 -0.7584
O 2.9215 -2.1880 0.4037
O 1.7713 -1.5139 -1.4066
H -3.7775 0.1412 -0.1297
H -2.5061 -0.9043 2.0019
H -2.0547 -0.0823 -2.2043
H 3.8907 1.8060 0.2203
H -0.0816 -1.6984 1.0927
H 1.0682 1.4649 1.3754
H 0.9108 1.7400 -0.4103
H 0.0994 -1.1271 -1.2667
*
```

DFT (ωB97M-V with the def2-TZVPD basis set) results for C8H8NO6V as an isolated structure at a distorted geometry.

Its HOMO energy (alpha / beta) is -12.72 / -12.81 eV. The frontier orbital gap (alpha / beta) comes out at 0.2446 / 0.2537 Eh. The LUMO energy (alpha / beta) is -0.223 / -0.217 Eh. The total energy comes out at -1759.44150 hartree.

Geometry as ORCA input:
```
! RIJCOSX wB97M-V def2-TZVPD def2/J DEFGRID3
* xyz 1 4
O -0.1677 1.4260 -3.1716
C -0.0276 0.9097 -2.1176
V -0.5441 0.2373 -0.2923
C -0.2045 0.6543 1.5188
O -0.1707 0.8406 2.6686
C -0.1905 -1.6065 -0.3374
O -0.0072 -2.7578 -0.3982
C 1.4332 0.1800 -1.4273
O 2.3322 1.0058 -1.2880
C -2.3807 0.5116 -0.8352
O -3.3962 0.7235 -1.3641
H 1.6165 -0.8730 -1.7798
C 3.7668 -1.6073 2.9971
N 2.4702 -2.1797 3.2815
C 2.3375 -3.0408 4.4505
C 1.4276 -1.8935 2.4732
O 1.5040 -1.1171 1.5030
H 4.4675 -1.9866 3.7385
H 3.7315 -0.5185 3.0475
H 4.0987 -1.8543 1.9869
H 2.5839 -2.4638 5.3517
H 1.3046 -3.4058 4.4976
H 3.0506 -3.8723 4.3721
H 0.4817 -2.4065 2.7474
*
```

DFT (ωB97M-V with the def2-TZVPD basis set) results for C8H8NP in the gas phase at a distorted geometry.

Its HOMO energy (alpha / beta) is -7.46 / -7.66 eV. The frontier orbital gap (alpha / beta) comes out at 0.2326 / 0.2541 Eh. The LUMO energy (alpha / beta) is -0.042 / -0.027 Eh. The total energy comes out at -705.53455 hartree.

Geometry as ORCA input:
```
! RIJCOSX wB97M-V def2-TZVPD def2/J DEFGRID3
* xyz 0 1
C -2.8259 -0.0749 0.2208
C -2.1603 1.2185 0.3045
C -2.1133 -1.1800 -0.0149
C -0.7866 1.2521 0.2900
C -0.6176 -1.2368 0.0257
C 0.0118 0.0664 0.1407
C 1.9674 -1.7973 -0.3763
C 2.7783 0.9683 -0.2149
N -0.0469 -2.2620 -0.4245
P 1.6764 -0.3442 0.4057
H -3.8933 0.0208 0.2105
H -2.6572 2.1211 0.2829
H -2.5511 -2.1309 -0.0461
H -0.1648 2.1416 0.3114
H 2.5205 -2.6670 -0.1655
H 3.7817 0.6308 -0.6194
H 3.0504 1.7879 0.4795
H 2.0304 1.4855 -0.8099
*
```

DFT (ωB97M-V with the def2-TZVPD basis set) results for a 2-piece molecular cluster, C8H8O2 overall at a distorted geometry.

Its HOMO energy (alpha / beta) is -6.59 / -9.84 eV. The frontier orbital gap (alpha / beta) comes out at 0.2722 / 0.3189 Eh. The LUMO energy (alpha / beta) is 0.030 / -0.043 Eh. The total energy comes out at -459.78848 hartree.

Geometry as ORCA input:
```
! RIJCOSX wB97M-V def2-TZVPD def2/J DEFGRID3
* xyz 0 3
C 1.7901 -2.9510 0.3783
C 0.0343 0.5030 2.3451
C 1.5798 -1.7463 0.2397
C 0.9128 0.1433 1.5919
C 1.8808 1.5321 -0.7960
C -1.7365 0.3442 -1.3433
C 1.4605 -0.3546 0.4141
C -2.4730 0.0169 -0.1530
O 1.7820 0.2636 -0.7070
O -1.1375 1.3686 -1.5759
H 2.1854 -3.8290 0.0677
H -0.4046 0.9985 3.0928
H 2.3653 1.9403 -1.6460
H 1.4025 2.2691 -0.2374
H -1.6860 -0.4429 -2.1433
H -3.3957 -0.6124 -0.4045
H -2.8091 0.9801 0.3755
H -1.7512 -0.4235 0.5013
*
```

For reference, ΔE to the lowest compared entry with this formula, charge and spin by record: 16.5, 0.0, 27.1, 0.0, 56.4, 56.7 kcal/mol.